No. 1
{"formula": "C20H50N2O9P", "method": "wB97M-V/def2-TZVPD", "symbols": ["C", "N", "C", "C", "C", "C", "P", "O", "O", "O", "C", "N", "C", "C", "H", "H", "H", "H", "H", "H", "H", "H", "H", "H", "H", "H", "H", "H", "C", "C", "O", "H", "H", "H", "H", "H", "H", "C", "C", "O", "H", "H", "H", "H", "H", "H", "C", "C", "O", "H", "H", "H", "H", "H", "H", "C", "C", "O", "H", "H", "H", "H", "H", "H", "C", "C", "O", "H", "H", "H", "H", "H", "H", "C", "C", "O", "H", "H", "H", "H", "H", "H"], "xyz": [[3.9644, 1.5671, 0.2681], [3.0389, 1.3602, 1.3926], [1.6641, 1.1454, 0.9984], [0.8564, 2.4365, 0.6455], [1.5015, 3.6522, 0.5654], [0.7678, 4.8023, 0.1949], [1.6636, 6.3984, 0.0392], [0.7395, 7.5159, 0.1166], [2.7442, 6.5475, 1.2176], [2.4024, 6.3046, -1.3970], [-0.5495, 4.7244, -0.0601], [-1.1663, 3.5362, 0.0403], [-0.5511, 2.4105, 0.3812], [-1.3941, 1.1281, 0.4640], [4.4949, 0.6444, 0.0021], [3.4164, 1.8872, -0.6349], [4.7107, 2.3107, 0.5722], [3.1180, 2.0816, 2.0964], [1.1326, 0.6691, 1.8387], [1.6395, 0.4877, 0.1175], [2.5648, 3.7387, 0.7784], [3.3707, 5.8070, 1.1915], [2.5213, 5.3612, -1.5926], [-1.0661, 5.6372, -0.3492], [-2.1608, 3.5280, -0.1713], [-0.9265, 0.3886, -0.1987], [-1.3385, 0.7976, 1.5114], [-2.4203, 1.2665, 0.1100], [-2.6794, 5.0806, -4.5055], [-3.1538, 5.9124, -3.3298], [-2.1513, 5.9716, -2.3077], [-2.4348, 4.0666, -4.1831], [-3.4445, 5.0273, -5.2802], [-1.7725, 5.5077, -4.9400], [-4.0461, 5.4738, -2.8854], [-3.3923, 6.9301, -3.6478], [-1.3657, 6.3719, -2.6974], [2.7932, -2.3768, -2.6913], [2.4836, -1.5661, -1.4501], [1.3746, -0.6843, -1.6790], [3.0248, -1.7203, -3.5307], [3.6412, -3.0407, -2.5219], [1.9303, -2.9798, -2.9841], [3.3377, -0.9504, -1.1726], [2.2432, -2.2231, -0.6081], [0.6183, -1.2313, -1.9154], [-0.1067, -2.8854, 3.4336], [0.5851, -1.5370, 3.4522], [-0.3471, -0.4822, 3.1648], [-0.5657, -3.0679, 2.4645], [0.6001, -3.6886, 3.6434], [-0.9057, -2.9207, 4.1769], [1.3680, -1.4981, 2.6944], [1.0392, -1.3482, 4.4290], [-1.0213, -0.5233, 3.8517], [-4.7689, -4.3086, 2.4403], [-3.4036, -3.7352, 2.7623], [-2.3862, -4.7059, 2.5288], [-4.9622, -5.1936, 3.0473], [-5.5576, -3.5761, 2.6228], [-4.8172, -4.6204, 1.3943], [-3.3467, -3.4447, 3.8116], [-3.1992, -2.8498, 2.1467], [-2.4325, -4.9562, 1.6006], [3.1930, 1.2297, -6.6235], [3.8788, 0.4985, -5.4842], [4.2021, -0.8381, -5.8561], [2.2819, 0.7070, -6.9173], [2.9360, 2.2511, -6.3364], [3.8399, 1.2676, -7.5026], [3.2220, 0.4446, -4.6149], [4.7982, 1.0174, -5.1913], [4.7909, -0.7945, -6.6162], [-2.8259, -8.5993, 5.2904], [-3.5350, -7.3875, 4.7152], [-4.3722, -7.7692, 3.6220], [-2.2219, -9.0854, 4.5234], [-2.1782, -8.3169, 6.1221], [-3.5485, -9.3376, 5.6465], [-2.8130, -6.6630, 4.3402], [-4.1518, -6.8983, 5.4777], [-5.0151, -8.4007, 3.9597]], "atomic_forces_ev_per_a": [[-0.16, 0.05, 0.25], [-0.16, 0.08, -0.55], [-0.71, 0.39, 0.48], [0.00, -0.72, -0.05], [-1.06, 0.24, -0.28], [2.71, -0.07, 0.58], [-0.92, 1.51, -0.05], [-0.41, 0.11, -0.20], [-0.13, -1.35, -0.96], [-0.07, -0.93, 1.15], [-0.24, 1.14, -0.22], [-0.38, 0.60, -0.14], [0.46, -1.56, 0.13], [1.01, 0.89, -0.18], [-0.11, 0.16, 0.18], [0.32, 0.16, 0.14], [-0.06, -0.12, -0.35], [0.09, -0.17, 0.05], [0.04, 0.00, -0.44], [-0.15, 0.07, 0.34], [-0.17, -0.25, -0.03], [0.31, 0.38, 0.30], [0.26, 0.25, -0.49], [-0.50, -0.50, 0.04], [0.10, -0.17, 0.05], [0.00, -0.01, 0.38], [-0.16, -0.27, -0.41], [0.16, 0.19, 0.28], [0.04, -0.05, 0.06], [0.24, 0.08, -0.26], [-0.04, -0.24, 0.15], [-0.08, -0.01, -0.01], [0.04, 0.01, -0.02], [-0.07, 0.06, -0.07], [0.06, 0.05, 0.13], [-0.12, -0.04, -0.01], [-0.05, 0.10, 0.03], [-0.01, 0.11, -0.08], [-0.22, -0.38, -0.20], [0.00, 0.21, 0.12], [0.10, -0.03, 0.02], [-0.03, -0.02, -0.02], [0.04, -0.08, 0.08], [-0.10, 0.12, 0.01], [0.13, 0.01, 0.05], [0.05, -0.01, -0.09], [0.12, 0.22, -0.09], [-0.19, -0.26, 0.24], [0.05, 0.09, -0.04], [0.06, -0.04, 0.00], [-0.05, -0.02, 0.02], [0.07, -0.06, 0.06], [-0.04, 0.16, -0.02], [0.12, -0.01, -0.06], [-0.02, 0.05, -0.03], [-0.11, 0.00, 0.11], [-0.12, -0.25, -0.41], [0.09, 0.09, 0.16], [0.02, 0.02, 0.00], [0.00, 0.00, -0.04], [-0.03, 0.08, -0.02], [0.12, -0.07, 0.00], [-0.07, 0.11, 0.12], [-0.05, -0.13, 0.05], [-0.08, 0.00, 0.03], [0.21, -0.02, -0.40], [-0.14, 0.00, 0.25], [-0.01, 0.01, 0.06], [0.02, 0.01, -0.05], [0.04, 0.09, 0.04], [0.04, -0.12, 0.01], [-0.09, 0.12, 0.10], [-0.01, -0.07, 0.01], [0.05, 0.01, 0.01], [-0.19, -0.35, 0.07], [0.10, 0.25, -0.08], [0.03, 0.07, 0.00], [-0.02, -0.04, 0.02], [0.01, 0.05, 0.09], [-0.12, 0.01, -0.16], [0.13, 0.05, 0.08], [0.00, -0.01, -0.05]], "charge": 1, "total_energy_ev": -52242.226, "e_above_lowest_kcal_mol": 0.00, "homo_energy_ev": -11.5937}

---

No. 2
{"formula": "C24H42NP3SV", "method": "wB97M-V/def2-TZVPD", "symbols": ["V", "P", "P", "P", "H", "C", "C", "H", "C", "C", "C", "C", "C", "C", "C", "C", "C", "H", "H", "H", "H", "H", "H", "H", "H", "H", "H", "H", "H", "H", "H", "H", "H", "H", "H", "H", "H", "H", "H", "H", "H", "H", "H", "H", "H", "H", "C", "C", "C", "C", "C", "C", "S", "H", "H", "H", "H", "H", "H", "N", "C", "C", "C", "C", "C", "C", "C", "H", "H", "H", "H", "H"], "xyz": [[0.0555, -0.0320, -0.9070], [1.7252, 1.6644, 0.0892], [-1.8024, 0.5472, 1.1443], [-0.8912, 2.1129, -1.9177], [0.1091, -1.1218, -2.7996], [0.5034, -0.1054, -2.9279], [1.8286, -0.2241, -3.6292], [2.4732, -1.0170, -3.1627], [3.1149, 0.9018, 1.0084], [1.1317, 2.7913, 1.4344], [2.6682, 2.8993, -0.8865], [-3.1854, -0.6652, 1.2294], [-1.1958, 0.4185, 2.8936], [-2.8623, 2.0670, 1.3307], [-0.4325, 2.7006, -3.5965], [-1.1322, 3.7507, -1.1144], [-2.5244, 1.4092, -2.3149], [-0.2291, 0.3195, -3.6407], [1.6128, -0.5183, -4.6942], [3.4997, 0.0333, 0.4645], [2.7929, 0.5865, 2.0086], [3.9128, 1.6482, 1.1082], [0.7204, 2.2264, 2.2779], [0.3684, 3.4855, 1.0655], [2.0001, 3.3714, 1.7840], [3.1636, 2.4217, -1.7410], [3.4228, 3.3308, -0.2110], [2.0042, 3.6959, -1.2469], [-3.9262, -0.3761, 1.9915], [-2.7901, -1.6609, 1.4651], [-3.6917, -0.7090, 0.2576], [-1.6861, 1.1652, 3.5414], [-0.1104, 0.5716, 2.9438], [-1.4102, -0.5833, 3.2955], [-3.6756, 1.8519, 2.0393], [-3.3111, 2.3512, 0.3724], [-2.2777, 2.9090, 1.7219], [-1.3247, 3.1831, -4.0079], [-0.1492, 1.8912, -4.2651], [0.4143, 3.3863, -3.5372], [-1.9125, 4.3045, -1.6597], [-0.2008, 4.3368, -1.1543], [-1.4424, 3.6558, -0.0700], [-2.9888, 2.0475, -3.0722], [-3.1815, 1.3417, -1.4467], [-2.4289, 0.4063, -2.7412], [-0.6849, -2.2116, -1.0951], [-2.0056, -2.4442, -1.4565], [-2.3012, -3.6070, -2.2176], [-1.2740, -4.4752, -2.6137], [0.0289, -4.2553, -2.1875], [0.3072, -3.1433, -1.3568], [3.1452, 1.2140, -4.0915], [3.5347, 0.8742, -5.3049], [-2.7941, -1.7386, -1.1809], [-3.3271, -3.7732, -2.5617], [-1.5091, -5.3033, -3.2764], [0.8230, -4.9241, -2.5132], [1.3403, -2.9600, -1.0373], [0.8341, -1.1098, 0.7350], [1.0294, -1.8801, 1.6097], [1.2655, -2.3413, 2.9331], [0.2117, -2.8746, 3.6959], [0.3736, -3.1051, 5.0674], [1.5889, -2.7971, 5.6823], [2.6684, -2.3389, 4.9209], [2.5136, -2.1383, 3.5474], [-0.7446, -3.0843, 3.2079], [-0.4591, -3.4868, 5.6553], [1.7031, -2.9447, 6.7635], [3.6279, -2.1582, 5.3993], [3.3455, -1.7643, 2.9525]], "atomic_forces_ev_per_a": [[-0.78, -0.68, 0.88], [1.21, 0.70, 1.64], [-1.45, 0.16, 1.25], [-0.68, 0.27, -0.55], [0.58, -0.48, -0.32], [-0.56, 1.03, -0.28], [1.19, -1.14, -1.83], [-0.12, 0.83, -0.53], [-0.04, -0.53, -0.19], [-0.62, -0.17, -0.25], [-0.46, -0.18, -0.67], [0.25, -0.49, -0.66], [0.74, -0.17, -0.09], [0.47, 0.31, -0.64], [0.57, -0.19, 0.25], [0.06, -0.20, 0.42], [-0.24, -0.05, 0.19], [0.38, -0.19, 0.76], [0.28, -0.10, 1.02], [0.10, 0.10, 0.18], [0.03, 0.03, -0.27], [-0.21, -0.19, 0.02], [0.17, 0.18, -0.23], [0.24, -0.11, 0.16], [-0.20, -0.25, -0.18], [0.02, 0.30, 0.33], [-0.28, -0.13, -0.29], [0.26, -0.15, 0.01], [0.46, 0.06, -0.18], [-0.16, 0.15, -0.11], [-0.09, -0.02, 0.32], [0.09, -0.24, -0.45], [-0.30, -0.12, 0.17], [0.06, 0.32, -0.24], [0.38, -0.12, -0.18], [-0.01, 0.06, 0.30], [-0.15, -0.17, -0.09], [0.28, 0.19, 0.06], [-0.19, 0.27, -0.13], [-0.19, 0.22, -0.06], [0.21, -0.26, 0.03], [-0.31, -0.24, -0.07], [0.04, 0.06, -0.31], [-0.10, -0.07, 0.12], [0.05, 0.04, -0.10], [0.03, 0.04, -0.05], [-0.06, 0.17, -0.21], [-0.39, 0.25, -0.03], [0.34, 0.60, -0.05], [-0.57, 0.45, 0.10], [-0.03, 0.67, 0.44], [1.06, 0.01, -0.35], [-1.44, -0.11, 2.02], [0.07, -0.74, -0.98], [0.14, -0.43, -0.25], [0.35, 0.06, 0.27], [0.05, 0.00, 0.21], [-0.04, 0.16, 0.28], [-0.38, -0.27, -0.10], [0.00, -1.54, 0.34], [-0.13, 2.58, -0.18], [0.04, -0.69, 0.22], [-0.60, -0.29, 0.37], [-0.18, 0.30, -0.71], [0.07, -0.18, 0.11], [-0.14, -0.07, -0.56], [0.58, 0.47, 0.34], [0.28, -0.02, 0.25], [0.20, 0.03, -0.18], [-0.03, 0.06, -0.50], [-0.16, 0.01, -0.17], [-0.08, -0.15, 0.18]], "charge": 4, "total_energy_ev": -91401.472, "homo_energy_ev": [-19.4103, -19.4104], "multiplicity": 2}

---

No. 3
{"formula": "C3H5NO3S", "method": "wB97M-V/def2-TZVPD", "symbols": ["C", "C", "C", "N", "O", "O", "O", "S", "H", "H", "H", "H", "H"], "xyz": [[1.4838, -2.2801, 0.4025], [1.3527, -1.3915, -0.5292], [-2.0730, 1.3516, 0.0341], [-3.3051, 1.4498, 0.2781], [-1.1733, 0.5159, 0.3026], [2.1044, 0.7347, 1.1698], [1.5899, 1.2465, -1.2106], [1.3884, 0.5095, -0.0210], [1.4463, -3.3000, 0.2217], [1.7099, -1.9814, 1.4290], [1.0411, -1.3018, -1.5960], [-1.7375, 2.2179, -0.4164], [-3.8273, 2.2289, -0.0645]], "atomic_forces_ev_per_a": [[0.52, 1.09, 1.32], [-0.90, 3.30, -1.20], [-1.01, 1.44, 0.04], [-1.45, -2.62, 1.32], [0.98, -1.99, 0.74], [0.85, 0.26, 1.58], [0.33, 0.88, -1.21], [-1.87, -2.60, -0.81], [-0.16, -1.82, -0.50], [-0.11, 0.02, -0.29], [0.44, -0.79, 1.03], [1.87, 2.16, -1.64], [0.51, 0.67, -0.38]], "total_energy_ev": -21654.073, "e_above_lowest_kcal_mol": 140.76, "homo_energy_ev": [-9.4028, -8.4169]}

---

No. 4
{"formula": "C32H48BF4N8O4", "method": "wB97M-V/def2-TZVPD", "symbols": ["C", "N", "C", "C", "C", "C", "C", "C", "C", "C", "N", "C", "C", "C", "H", "H", "H", "H", "H", "H", "H", "H", "H", "H", "H", "H", "H", "H", "C", "N", "C", "C", "C", "C", "C", "C", "C", "C", "N", "C", "C", "C", "H", "H", "H", "H", "H", "H", "H", "H", "H", "H", "H", "H", "H", "H", "B", "F", "F", "F", "F", "O", "C", "N", "C", "H", "H", "H", "H", "H", "O", "C", "N", "C", "H", "H", "H", "H", "H", "O", "C", "N", "C", "H", "H", "H", "H", "H", "O", "C", "N", "C", "H", "H", "H", "H", "H"], "xyz": [[21.1595, 14.0954, -16.6361], [21.5194, 12.8533, -15.8677], [22.8330, 12.6906, -15.5874], [23.2798, 11.5423, -14.9370], [22.3007, 10.5873, -14.5828], [20.9526, 10.7933, -14.8989], [20.5551, 11.9581, -15.5085], [22.7799, 9.3519, -13.8482], [22.3065, 8.0689, -14.1932], [22.7035, 6.9878, -13.3308], [23.6042, 7.2979, -12.3352], [24.0439, 8.5376, -12.0504], [23.5980, 9.6039, -12.7649], [23.9801, 6.2109, -11.4677], [21.6401, 14.1107, -17.6143], [21.5300, 14.8426, -15.9342], [20.0770, 14.1495, -16.7524], [23.4993, 13.4830, -15.8952], [24.3212, 11.4275, -14.6748], [20.2271, 10.0793, -14.5379], [19.5894, 12.0701, -15.9789], [21.5462, 8.0651, -14.9603], [22.4110, 5.9520, -13.4205], [24.5640, 8.6270, -11.1081], [23.7564, 10.5989, -12.3760], [24.1362, 6.5590, -10.4467], [24.8504, 5.6504, -11.8088], [23.1101, 5.5614, -11.3704], [24.1022, 9.3157, -19.9306], [24.8931, 10.4421, -19.4866], [24.4244, 11.6918, -19.6262], [24.9659, 12.7210, -18.8048], [26.1119, 12.3741, -17.9933], [26.5774, 11.1402, -17.9939], [25.9731, 10.1754, -18.7772], [26.8374, 13.3773, -17.1253], [27.2495, 13.0888, -15.7892], [27.7416, 14.1286, -14.9801], [27.8736, 15.3158, -15.6469], [27.5684, 15.5642, -16.9712], [27.1019, 14.6111, -17.7554], [28.7302, 16.3301, -15.0142], [23.1690, 9.2805, -19.3683], [24.6138, 8.3543, -19.8856], [23.9321, 9.4938, -20.9924], [23.4985, 11.7832, -20.1747], [24.5484, 13.7074, -18.6666], [27.4384, 10.8438, -17.4132], [26.1209, 9.1283, -18.5577], [26.9987, 12.0948, -15.4492], [28.1442, 14.1360, -13.9779], [27.6346, 16.6235, -17.1709], [26.8806, 14.8950, -18.7736], [28.9876, 17.1690, -15.6609], [29.6866, 15.9403, -14.6656], [28.2628, 16.6600, -14.0864], [24.0800, 7.0736, -17.0578], [23.9069, 8.3055, -16.5189], [23.4815, 6.1468, -16.2479], [23.5323, 6.8950, -18.3450], [25.4452, 6.9357, -17.1417], [29.3780, 4.3358, -18.8019], [28.8946, 5.2338, -18.1601], [29.0187, 5.2298, -16.8208], [28.1849, 6.3629, -18.8787], [28.5518, 5.9673, -16.3127], [29.5081, 4.5261, -16.2865], [27.9576, 7.2043, -18.2241], [27.2324, 6.0324, -19.2930], [28.7156, 6.6284, -19.7931], [24.1710, 4.0960, -13.8163], [25.3051, 3.9070, -14.2877], [25.5407, 4.2956, -15.5258], [26.3855, 3.1510, -13.4274], [24.9837, 5.0392, -15.9218], [26.3836, 4.1639, -16.0664], [26.7505, 3.8093, -12.6390], [27.2663, 2.9336, -14.0316], [25.7342, 2.3654, -13.0442], [22.0847, 7.4658, -21.5234], [22.7106, 6.4676, -21.8566], [23.5910, 5.8860, -21.0109], [22.5655, 5.7747, -23.2333], [23.8250, 6.0917, -20.0502], [24.0629, 5.0958, -21.4270], [22.8243, 6.4317, -24.0637], [21.4854, 5.7056, -23.3622], [23.1684, 4.8705, -23.3174], [19.4955, 4.7776, -19.3398], [20.3337, 5.2378, -18.6249], [20.9420, 6.3317, -18.9453], [20.9067, 4.4220, -17.5205], [21.7076, 6.5923, -18.3402], [20.7534, 6.7055, -19.8644], [21.9132, 4.1482, -17.8368], [20.2953, 3.6130, -17.1205], [21.0617, 5.1400, -16.7152]], "atomic_forces_ev_per_a": [[0.01, -0.41, 1.10], [-0.36, -0.14, -0.69], [-0.27, -1.14, 0.61], [-1.50, 0.66, -0.30], [0.81, -0.52, -0.01], [0.48, -0.08, 0.94], [1.50, -0.17, -1.32], [-1.21, 0.35, -0.90], [0.71, 0.12, 2.21], [0.81, 2.73, -0.96], [-1.06, -0.28, -1.31], [-0.63, -0.62, 0.61], [0.11, -0.14, 0.14], [-0.18, -1.23, 1.53], [0.07, -0.04, 0.23], [-0.30, 0.67, -0.71], [0.18, 0.06, 0.09], [-0.10, 0.09, -0.02], [-0.03, -0.12, -0.12], [-0.20, -0.07, -0.31], [-0.27, 0.40, 0.52], [0.21, -0.92, -0.16], [0.04, -0.11, -0.12], [0.34, 0.00, -0.16], [0.28, 0.07, -0.22], [0.25, 0.33, -0.17], [-0.24, 0.11, -0.27], [0.32, -0.30, -0.29], [-0.88, -0.59, -1.88], [0.77, 0.07, 0.52], [0.11, 1.89, 2.09], [1.03, -1.92, -0.07], [-1.38, 3.15, 0.06], [1.42, -2.86, -0.62], [-0.44, -0.63, 1.47], [-0.12, -0.01, -0.59], [-1.16, 0.82, -0.62], [-0.05, 0.40, -3.16], [1.20, -0.20, -0.24], [0.83, 1.70, 3.48], [-1.11, -1.46, -0.23], [0.30, 0.80, 1.50], [0.10, -0.08, -0.15], [0.15, 0.37, 0.43], [-0.58, -0.20, 0.01], [0.11, 0.17, -0.27], [-0.20, 0.00, -0.65], [0.03, -0.04, 0.06], [0.51, -0.23, -0.45], [0.32, 0.04, 0.48], [-0.23, -0.43, 0.10], [0.34, -0.11, -0.65], [-0.21, -0.53, -0.17], [-0.51, -0.17, -0.05], [-0.03, -0.57, -0.44], [-0.25, 0.36, -0.21], [0.20, -1.17, -0.72], [-1.06, 2.72, 0.39], [-0.37, -0.66, 0.83], [0.28, 0.74, -0.04], [1.49, -0.61, -0.27], [0.16, -0.48, -0.69], [0.63, -0.91, -1.15], [-1.03, 1.49, 1.48], [-0.60, 0.16, 0.09], [0.24, -0.22, 0.15], [0.00, -0.05, -0.57], [0.19, 0.24, -0.12], [-0.17, -0.40, 0.39], [0.50, 0.18, 0.43], [0.79, 0.39, 0.48], [-0.59, -0.58, 1.77], [1.27, 0.94, -1.84], [-1.40, 1.38, -1.51], [-0.58, -0.51, 0.21], [0.25, -0.37, 0.64], [-0.37, 0.00, 0.18], [-0.26, -0.78, 0.09], [0.98, -0.48, 0.23], [-0.16, 0.31, -0.22], [0.26, 0.21, -0.10], [0.95, -1.28, -1.06], [-0.22, 1.14, 0.75], [-0.68, 0.34, -0.17], [0.08, -0.02, 0.45], [0.41, 0.29, 0.28], [0.04, -0.86, 0.02], [-0.57, -0.13, 0.00], [-2.42, -0.91, -1.33], [-0.64, -3.42, -0.05], [1.55, 3.00, 0.61], [0.50, 1.11, 1.36], [-0.08, 0.39, -0.90], [0.35, 0.30, 0.17], [-0.09, -0.51, 0.12], [0.09, 0.05, -0.63], [0.24, -0.15, 0.56]], "charge": 3, "total_energy_ev": -65600.545, "homo_energy_ev": -13.2746}